[1]
The following is a quantum chemistry calculation of C19H42F2N2O3Si3 as an isolated structure at a distorted geometry, from the OMol25 dataset.

The total energy is -2152.4562 Eh. As for the HOMO-LUMO gap: 9.32 eV. The charge is 0.

Cartesian coordinates (Å):
Si (4.03189, -1.33291, 1.77482)
Si (-2.15131, -0.79344, -0.66962)
Si (1.68688, -1.88000, 0.31676)
F (1.81803, -3.78161, -1.60931)
F (0.90187, -4.60007, 0.34047)
O (6.79826, 3.27052, -2.52569)
O (3.42484, -2.11744, 0.34706)
O (-6.22613, 0.25819, 5.79612)
N (-4.32787, -0.71226, 3.85434)
N (5.39483, 1.75063, -0.51460)
C (-0.24845, 0.59870, -4.97416)
C (-1.60375, -2.56305, -0.15492)
C (0.33319, 1.25126, -3.70371)
C (-1.59103, 0.39420, 0.77347)
C (-1.99813, -0.85434, -3.63230)
C (5.50154, 1.23458, -1.88577)
C (-6.14339, 1.65651, 6.01666)
C (0.93084, -3.44045, -0.50047)
C (-4.09822, -0.71657, -0.63796)
C (-0.26540, 0.84402, -2.33545)
C (-5.21786, 1.37562, 2.96478)
C (5.76011, 2.36963, -2.89867)
C (6.55362, 0.13093, -1.91895)
C (-5.55769, -0.04328, 3.40943)
C (-1.39431, -0.44096, -5.00522)
C (8.10921, 2.79389, -2.78056)
C (-0.52777, -3.25996, -1.12121)
C (-1.40616, -0.19883, -2.33590)
C (-6.65774, -0.10849, 4.48952)
H (-5.93545, -0.57467, 2.52903)
H (-4.66664, 1.35340, 2.01933)
H (-1.30839, -2.53559, 0.95276)
H (-2.84316, -1.62552, -3.52321)
H (-6.12471, 1.96673, 2.80564)
H (7.47921, 0.41399, -1.41383)
H (-6.92439, 2.20531, 5.48362)
H (-4.53927, -1.68968, 4.04756)
H (-6.26363, 1.83675, 7.08736)
H (4.54365, 0.77451, -2.15216)
H (0.20319, 0.90460, -5.97419)
H (1.43272, -0.63300, -0.41244)
H (-4.09017, -0.33249, 4.77141)
H (1.24373, -1.82122, 1.71829)
H (6.21458, 2.33459, -0.34481)
H (-2.56116, -3.21227, -0.19791)
H (-0.47419, 0.63771, 0.73789)
H (-4.39459, -1.02477, 0.43855)
H (4.61901, 2.40933, -0.47252)
H (-4.58864, 1.90524, 3.68266)
H (0.08880, 1.24052, -1.32986)
H (5.93534, 1.97597, -3.90755)
H (-1.82757, -0.07837, 1.80353)
H (6.79816, -0.14979, -2.94776)
H (8.76445, 3.65918, -2.90476)
H (-2.20765, 1.37227, 0.75758)
H (-5.15544, 2.02463, 5.73439)
H (6.17934, -0.76400, -1.41234)
H (-6.98721, -1.14954, 4.57218)
H (2.94862, -0.63382, 2.46952)
H (8.47764, 2.22803, -1.92315)
H (1.19581, 1.99860, -3.69428)
H (4.85243, 2.97953, -2.96008)
H (-0.40835, -2.78129, -2.14826)
H (4.60264, -2.28657, 2.73099)
H (-1.79975, -0.92465, -5.96627)
H (-7.54193, 0.47192, 4.19842)
H (5.03978, -0.31656, 1.44438)
H (-4.48176, 0.35013, -0.79464)
H (-4.56590, -1.45236, -1.37276)
H (-0.91797, -4.33074, -1.32141)
H (8.15890, 2.18898, -3.68986)

Forces on atoms 1 to 3 (eV/Å):
0.3094 -0.4918 -1.2622
-0.4006 0.9704 1.0251
2.4985 -1.1187 0.1625

[2]
The following is a quantum chemistry calculation of a 5-piece molecular cluster, C19H42FNO12Si overall, from the OMol25 dataset.

The total energy is -2096.2226 Eh. As for the HOMO-LUMO gap: 10.69 eV. The charge is 0. Its SMILES is C[C@H](F)C[SiH2]N.CCOC(=O)OC.CCOC(=O)OC.CCOC(=O)OC.CCOC(=O)OC.

Cartesian coordinates (Å):
Si (-1.13376, -4.52814, -0.53517)
F (1.45938, -3.47650, -2.80480)
O (2.13497, 0.58125, -5.43973)
O (-5.23526, 6.40208, 4.01791)
O (-5.03549, 1.28856, 1.26491)
O (-4.40518, -0.75339, 0.95238)
O (3.93033, 1.83006, -4.86074)
O (4.78082, -1.44154, 0.41987)
O (-3.80647, 5.55188, 2.64124)
O (6.38077, -2.41203, 1.49880)
O (-5.58891, -0.25339, 2.81511)
O (-3.10627, 6.08850, 4.71719)
O (5.95762, -3.05680, -0.62775)
O (3.94335, -0.28018, -4.40170)
N (-2.82956, -4.34696, -0.87786)
C (3.22692, 0.70063, -4.94435)
C (-0.16244, -5.04956, -2.06422)
C (3.31198, -1.57005, -4.43047)
C (-5.68111, 2.28203, 2.07015)
C (2.09245, -4.62042, -0.88021)
C (8.72334, -2.78730, 0.91596)
C (-2.48234, 5.08654, 2.34713)
C (-5.66561, -2.85189, 0.98148)
C (1.32216, -4.73842, -2.17610)
C (2.28656, 3.57195, -4.37882)
C (5.73613, -2.36522, 0.33541)
C (-5.56750, 6.97849, 5.30023)
C (-5.06515, 0.05676, 1.77535)
C (-3.96685, 6.02402, 3.87731)
C (4.01717, -1.26832, -0.78101)
C (-5.14943, 8.42799, 5.38167)
C (7.47745, -3.34900, 1.56020)
C (-4.38033, -2.14362, 1.33998)
C (3.27055, 3.00529, -5.37598)
H (3.67327, -2.23232, -1.14669)
H (-2.16148, 4.36023, 3.09058)
H (4.61772, -0.78914, -1.55321)
H (-5.47814, 3.22668, 1.57576)
H (9.54954, -3.48494, 1.05913)
H (-5.49402, 8.84987, 6.32666)
H (-4.17480, -2.20665, 2.40781)
H (-0.66146, -4.60136, -2.93070)
H (2.42061, -1.57611, -3.80570)
H (-0.29222, -6.13305, -2.17624)
H (1.76573, -3.73516, -0.33088)
H (8.99517, -1.83745, 1.37616)
H (4.05877, -2.25214, -4.03690)
H (-3.54347, -2.56241, 0.78893)
H (3.03452, -1.83510, -5.44817)
H (-6.64762, 6.86416, 5.35760)
H (4.09056, 3.69302, -5.57073)
H (2.78380, 3.78695, -3.43289)
H (-0.65113, -3.24856, 0.03097)
H (-5.59693, 9.00034, 4.56918)
H (-0.99009, -5.59541, 0.47995)
H (-2.55524, 4.63305, 1.36400)
H (7.16615, -4.27752, 1.08399)
H (-3.16981, -5.09397, -1.47693)
H (-3.03134, -3.48357, -1.37335)
H (1.93447, -5.49555, -0.24296)
H (3.18059, -0.63636, -0.50062)
H (-4.06562, 8.51992, 5.33947)
H (-6.75259, 2.09666, 2.12169)
H (8.57459, -2.64524, -0.15300)
H (3.16090, -4.52587, -1.07914)
H (-5.27280, 2.27892, 3.07884)
H (1.87445, 4.50424, -4.76722)
H (-5.87566, -2.74068, -0.08294)
H (1.46569, 2.87711, -4.21026)
H (-5.55466, -3.91556, 1.19323)
H (2.78175, 2.74530, -6.31363)
H (-6.50155, -2.46138, 1.55959)
H (7.61146, -3.51327, 2.62704)
H (-1.78149, 5.91932, 2.33801)
H (1.81745, -5.44261, -2.84922)
H (-5.09527, 6.38229, 6.07943)

Forces on atoms 1 to 3 (eV/Å):
0.1746 -0.0260 0.1983
-0.1158 -0.0661 -0.0568
-0.0023 0.0004 0.0314

[3]
The following is a quantum chemistry calculation of a 8-piece molecular cluster, C19H42N5O5 overall at a distorted geometry, from the OMol25 dataset.

The total energy is -1398.7972 Eh. As for the HOMO-LUMO gap: 7.89 eV. The charge is +1.

Cartesian coordinates (Å):
O (0.33872, -1.44289, -1.16850)
O (-3.69480, -1.78216, 3.46891)
O (-1.10256, 0.02330, -0.44913)
O (2.17993, 2.40452, -3.25040)
O (-3.83934, 4.01529, 1.61466)
N (2.37863, -4.22662, -3.14665)
N (-0.81467, -2.66767, 3.46249)
N (3.85125, 5.48059, -1.37512)
N (4.90324, -0.67043, -0.28409)
N (-2.57780, -2.25970, -1.39730)
C (-2.95460, 3.56336, -0.64220)
C (2.37918, -3.86235, -0.49188)
C (-0.24454, 2.85465, -3.22840)
C (-1.40102, -1.44857, 2.66585)
C (2.98362, 4.83080, -1.07124)
C (0.06899, -0.34693, -0.67737)
C (-0.69442, -2.53575, 4.96153)
C (1.21320, 3.15077, -5.30517)
C (4.37922, -0.76856, -1.35075)
C (-2.89379, 3.64062, 0.90496)
C (0.62394, -2.85132, 2.90495)
C (-2.69103, -0.86610, 3.22346)
C (-1.62051, 3.09309, 1.54752)
C (2.41159, -4.02104, -1.99143)
C (1.27638, 0.57433, -0.33418)
C (-1.58612, -3.97405, 3.10609)
C (3.76655, -0.84870, -2.69164)
C (1.86385, 4.01216, -0.62761)
C (1.16445, 2.74369, -3.84088)
H (-3.00825, 2.51098, -0.92098)
H (-2.03094, -3.02213, -1.77112)
H (2.12081, 3.67348, -5.60704)
H (-3.81387, 4.05366, -1.09976)
H (1.74798, 1.03039, -1.20464)
H (-1.65207, -2.55105, 5.48188)
H (-3.91610, -2.17523, 2.62149)
H (2.93952, -1.55858, -2.67751)
H (-0.35519, 2.47174, -2.21389)
H (1.02107, 4.02248, -1.31877)
H (1.57685, 4.17163, 0.41177)
H (-3.06998, -0.03654, 2.62654)
H (-0.75802, 3.73291, 1.36083)
H (-2.59718, -3.89553, 3.50571)
H (-0.93480, 2.30624, -3.86942)
H (1.03188, 2.27491, -5.92815)
H (4.55933, -1.13163, -3.38413)
H (2.90025, -4.73564, -0.09951)
H (1.34634, -3.97607, -0.16263)
H (-1.52977, -1.86708, 1.66766)
H (1.23009, -2.05993, 3.34585)
H (-0.55613, 3.89385, -3.33365)
H (1.10023, -3.78496, 3.20423)
H (-3.21208, -2.50478, -0.65049)
H (-0.14484, -3.45440, 5.16684)
H (-0.65654, -0.66233, 2.54063)
H (-1.67778, 3.07235, 2.63581)
H (-2.02366, 3.95593, -1.05126)
H (-1.34862, 2.15228, 1.06893)
H (3.34668, 0.11500, -2.97989)
H (0.61021, -2.81068, 1.81580)
H (2.84178, -2.93595, -0.15143)
H (-2.41228, -0.36582, 4.15088)
H (-1.93843, -1.54405, -1.08245)
H (2.00865, 0.04246, 0.27328)
H (-1.61136, -4.12572, 2.02699)
H (0.33560, 3.79208, -5.38650)
H (-3.12002, -1.84832, -2.14354)
H (-1.10562, -4.76785, 3.67802)
H (2.22253, 2.98291, -0.61852)
H (-0.09190, -1.68053, 5.26759)
H (0.95842, 1.42550, 0.26790)

Forces on atoms 1 to 3 (eV/Å):
0.3359 -1.7838 -0.5003
-0.3640 -0.9024 0.1937
-1.5699 0.4109 0.5165

Look up the charge of the second one. 0